[1]
Computed, not measured: a structure of composition C27H36N2O4, with wB97M-V/def2-TZVPD.

Each line ends with the Löwdin charge.
Geometry (Å):
1 C -3.471 4.820 0.407  -0.068
2 C -3.517 3.356 0.683  -0.229
3 O -2.218 2.995 1.216  -0.019
4 C -2.159 1.658 1.431  -0.424
5 C -0.690 1.182 1.674  -0.129
6 C -0.700 -0.261 2.063  -0.339
7 O -1.058 -1.123 1.284  0.082
8 C -0.276 -0.673 3.475  -0.095
9 C 1.257 -0.754 3.547  -0.189
10 C 1.992 0.429 2.886  -0.202
11 C 1.370 1.791 3.185  -0.173
12 C 0.128 2.206 2.361  -0.144
13 O -3.144 0.945 1.384  0.113
14 H -4.437 5.154 0.022  0.082
15 H -3.260 5.376 1.322  0.083
16 H -2.701 5.051 -0.334  0.062
17 H -4.280 3.086 1.440  0.133
18 H -3.700 2.760 -0.231  0.129
19 H -0.692 0.033 4.218  0.126
20 H -0.702 -1.679 3.658  0.124
21 H 1.544 -0.815 4.612  0.110
22 H 1.601 -1.701 3.087  0.113
23 H 3.022 0.411 3.290  0.111
24 H 2.101 0.256 1.800  0.091
25 H 1.120 1.829 4.254  0.111
26 H 2.139 2.566 3.018  0.110
27 H 0.474 2.880 1.564  0.092
28 H -0.501 2.823 3.028  0.130
29 C 2.261 -0.474 -2.919  -0.005
30 N 1.904 -1.845 -2.595  -0.035
31 C 0.931 -2.216 -1.719  -0.072
32 C 0.013 -1.197 -1.195  -0.407
33 C 0.593 -0.083 -0.478  -0.084
34 C -0.250 1.002 -0.174  -0.123
35 C 0.149 2.376 -0.627  -0.201
36 C -0.746 3.132 -1.398  -0.029
37 C -0.368 4.368 -1.918  -0.090
38 C 0.943 4.820 -1.762  -0.095
39 C 1.853 4.061 -1.016  -0.075
40 C 1.453 2.842 -0.440  -0.050
41 O -1.219 -1.303 -1.436  -0.030
42 N 0.842 -3.578 -1.774  0.085
43 C -0.236 -4.417 -1.126  -0.527
44 C 0.163 -5.886 -1.257  -0.064
45 C -1.551 -4.207 -1.864  -0.023
46 C -0.362 -4.057 0.342  -0.018
47 C 1.844 -4.051 -2.617  -0.021
48 C 2.484 -2.985 -3.140  -0.018
49 H 2.882 -0.488 -3.829  0.095
50 H 1.371 0.142 -3.119  0.113
51 H 2.854 -0.003 -2.122  0.095
52 H 1.645 -0.105 -0.221  0.089
53 H -1.313 0.762 -0.411  0.138
54 H -1.744 2.727 -1.606  0.124
55 H -1.104 4.955 -2.470  0.103
56 H 1.267 5.723 -2.286  0.100
57 H 2.871 4.404 -0.888  0.095
58 H 2.159 2.276 0.186  0.119
59 H 1.132 -6.097 -0.773  0.094
60 H -0.600 -6.498 -0.746  0.096
61 H 0.192 -6.218 -2.315  0.087
62 H -1.844 -3.159 -1.842  0.064
63 H -1.466 -4.536 -2.905  0.091
64 H -2.329 -4.798 -1.371  0.097
65 H -0.820 -3.079 0.494  0.062
66 H -0.997 -4.807 0.828  0.097
67 H 0.617 -4.074 0.825  0.095
68 H 2.020 -5.105 -2.785  0.119
69 H 3.260 -2.925 -3.874  0.120

## Properties
charge = 0
highest occupied orbital energy = -0.235 Ha
energy = -39751.238 eV
ΔE to the lowest compared entry with this formula, charge and spin = 4.087 eV
F_max = 3.944 eV/A
spin multiplicity = 1


[2]
Computed, not measured: a structure of composition C27H37AuCl5O2SSi4, with wB97M-V/def2-TZVPD.

Each line ends with the Löwdin charge.
Geometry (Å):
1 Au -0.439 -0.777 -0.376  0.756
2 Cl 2.985 -5.469 -4.726  0.709
3 C 2.540 -4.214 -3.647  -0.713
4 C 1.308 -4.241 -3.009  -0.704
5 Cl 0.221 -5.544 -3.272  0.712
6 C 0.957 -3.206 -2.147  -0.569
7 Cl -0.601 -3.244 -1.379  0.747
8 C 1.788 -2.110 -1.892  -0.475
9 O 1.495 -1.105 -1.093  -0.260
10 C 3.034 -2.117 -2.550  -0.598
11 Cl 4.098 -0.799 -2.242  0.757
12 C 3.407 -3.143 -3.403  -0.694
13 Cl 4.940 -3.104 -4.170  0.719
14 O -0.634 -0.393 1.862  -0.629
15 S 0.798 -0.541 2.429  1.045
16 C 0.560 -0.527 4.186  -0.386
17 C -0.607 -1.026 4.747  -0.060
18 C -0.761 -0.959 6.120  -0.052
19 C 0.234 -0.390 6.909  -0.054
20 C 1.388 0.118 6.332  -0.058
21 C 1.556 0.056 4.955  -0.075
22 C 1.242 -2.249 2.189  -0.403
23 C 2.593 -2.561 2.138  -0.069
24 C 2.968 -3.874 1.904  -0.052
25 C 1.996 -4.850 1.716  -0.052
26 C 0.648 -4.521 1.769  -0.069
27 C 0.261 -3.210 2.005  -0.109
28 H -1.385 -1.440 4.119  0.113
29 H -1.659 -1.345 6.583  0.115
30 H 0.101 -0.333 7.981  0.114
31 H 2.151 0.572 6.949  0.114
32 H 2.442 0.465 4.485  0.113
33 H 3.341 -1.788 2.272  0.118
34 H 4.016 -4.137 1.868  0.116
35 H 2.291 -5.875 1.533  0.115
36 H -0.104 -5.285 1.627  0.115
37 H -0.787 -2.936 2.043  0.107
38 C -3.303 3.712 -0.292  -0.189
39 Si -2.477 2.264 0.527  0.412
40 C -1.623 2.657 2.129  -0.197
41 C -3.564 0.746 0.686  -0.220
42 Si -0.864 1.446 -1.157  0.542
43 Si -1.921 0.835 -3.203  0.362
44 C -2.767 2.318 -3.955  -0.193
45 C -3.152 -0.537 -2.905  -0.215
46 C -0.500 0.284 -4.286  -0.207
47 Si 0.896 3.021 -1.178  0.352
48 C 0.235 4.606 -1.919  -0.196
49 C 1.551 3.364 0.533  -0.199
50 C 2.186 2.300 -2.317  -0.223
51 H -4.125 4.063 0.340  0.048
52 H -3.724 3.447 -1.263  0.017
53 H -2.618 4.549 -0.435  0.024
54 H -2.365 2.729 2.931  0.047
55 H -1.076 3.599 2.100  0.024
56 H -0.938 1.854 2.385  -0.003
57 H -4.355 0.893 1.430  0.041
58 H -2.954 -0.097 1.020  0.001
59 H -4.044 0.485 -0.257  0.013
60 H -3.611 2.662 -3.356  0.020
61 H -3.148 2.046 -4.943  0.049
62 H -2.080 3.157 -4.081  0.028
63 H -4.057 -0.152 -2.430  0.025
64 H -2.746 -1.323 -2.264  -0.010
65 H -3.449 -1.000 -3.848  0.045
66 H 0.081 1.149 -4.615  0.029
67 H -0.851 -0.236 -5.182  0.043
68 H 0.180 -0.389 -3.756  0.017
69 H -0.525 5.079 -1.294  0.019
70 H -0.191 4.450 -2.912  0.026
71 H 1.065 5.311 -2.022  0.047
72 H 0.839 3.953 1.112  0.016
73 H 2.475 3.942 0.459  0.044
74 H 1.770 2.449 1.089  0.022
75 H 1.806 2.268 -3.341  0.027
76 H 2.464 1.285 -2.026  -0.032
77 H 3.096 2.908 -2.323  0.044

## Properties
charge = +1
highest occupied orbital energy (spin up / spin down) = -0.394 / -0.394 Ha
energy = -141339.639 eV
ΔE to the lowest compared entry with this formula, charge and spin = 0.046 eV
F_max = 1.588 eV/A
spin multiplicity = 1


[3]
Computed, not measured: a structure of composition C27H37BrN2O6PPtSi, with wB97M-V/def2-TZVPD.

Each line ends with the Löwdin charge.
Geometry (Å):
1 Pt -0.779 0.276 -0.545  1.250
2 Br -2.368 -5.945 3.123  0.669
3 C -1.607 -4.469 2.178  -0.697
4 C -0.224 -4.259 2.247  -0.118
5 C 0.320 -3.201 1.572  0.006
6 C -0.462 -2.289 0.814  -0.334
7 O 0.151 -1.329 0.237  -0.182
8 C -1.878 -2.539 0.747  -0.123
9 C -2.802 -1.745 0.020  -0.047
10 N -2.550 -0.606 -0.547  -0.073
11 C -3.519 0.165 -1.192  -0.171
12 C -4.819 -0.209 -1.490  -0.003
13 C -5.698 0.697 -2.089  -0.078
14 C -5.312 1.978 -2.398  -0.038
15 C -3.994 2.395 -2.131  -0.150
16 C -3.502 3.687 -2.412  -0.007
17 C -2.200 3.990 -2.107  -0.031
18 C -1.370 3.018 -1.539  -0.059
19 N -1.809 1.808 -1.263  -0.055
20 C -3.100 1.476 -1.541  -0.136
21 C -2.410 -3.649 1.443  -0.101
22 H 0.399 -4.931 2.821  0.099
23 H 1.386 -3.022 1.599  0.106
24 H -3.824 -2.116 -0.017  0.121
25 H -5.160 -1.213 -1.282  0.104
26 H -6.712 0.383 -2.305  0.103
27 H -6.003 2.669 -2.864  0.109
28 H -4.159 4.424 -2.856  0.114
29 H -1.801 4.975 -2.305  0.107
30 H -0.333 3.209 -1.292  0.120
31 H -3.475 -3.839 1.385  0.103
32 C 1.769 -2.247 -2.628  -0.183
33 Si 0.843 -0.836 -3.524  0.178
34 C 0.481 -1.529 -5.283  -0.208
35 C 2.122 0.555 -3.804  -0.186
36 O -0.536 -0.398 -2.896  -0.467
37 H 2.763 -2.436 -3.044  0.014
38 H 1.205 -3.183 -2.649  0.017
39 H 1.885 -1.971 -1.576  -0.016
40 H 1.406 -1.861 -5.768  0.004
41 H 0.028 -0.749 -5.899  0.004
42 H -0.209 -2.373 -5.228  0.004
43 H 3.147 0.178 -3.861  0.011
44 H 2.074 1.267 -2.976  -0.001
45 H 1.920 1.106 -4.726  0.009
46 C 1.278 1.824 4.062  -0.041
47 C 0.015 1.366 3.332  -0.628
48 C -0.337 -0.058 3.759  -0.022
49 C -1.141 2.316 3.639  -0.031
50 O 0.150 1.357 1.904  -0.221
51 P 1.481 1.588 1.018  0.280
52 O 2.165 2.856 1.350  -0.275
53 O 0.991 1.408 -0.421  -0.404
54 O 2.330 0.293 1.487  -0.174
55 C 3.696 0.072 1.081  -0.622
56 C 3.943 0.486 -0.369  -0.033
57 C 4.621 0.858 2.013  -0.036
58 C 3.911 -1.431 1.234  -0.031
59 H 1.097 1.822 5.139  0.085
60 H 1.561 2.824 3.738  0.078
61 H 2.101 1.148 3.835  0.072
62 H -0.504 -0.103 4.837  0.083
63 H 0.481 -0.730 3.494  0.083
64 H -1.239 -0.395 3.243  0.085
65 H -1.416 2.265 4.694  0.081
66 H -2.006 2.044 3.032  0.083
67 H -0.851 3.339 3.394  0.086
68 H 3.805 1.563 -0.477  0.085
69 H 3.237 -0.017 -1.028  0.069
70 H 4.962 0.223 -0.658  0.090
71 H 4.320 1.905 1.997  0.073
72 H 5.656 0.773 1.677  0.081
73 H 4.542 0.483 3.036  0.080
74 H 3.275 -1.960 0.523  0.071
75 H 3.638 -1.738 2.246  0.083
76 H 4.953 -1.694 1.045  0.085

## Properties
charge = -1
highest occupied orbital energy = -0.136 Ha
energy = -134328.710 eV
ΔE to the lowest compared entry with this formula, charge and spin = 0.479 eV
F_max = 1.102 eV/A
spin multiplicity = 1